1.
{
  "formula": "C3H5N3",
  "method": "wB97M-V/def2-TZVPD",
  "charge": 0,
  "e_tot_ev": -7661.4555,
  "smiles": "[H]/N=C1\\CN=CN1",
  "lumo_ha": 0.0333,
  "relative_energy_kcal_mol": 23.1,
  "orbital_gap_ev": 10.5,
  "elements": ["N", "C", "C", "N", "C", "N", "H", "H", "H", "H", "H"],
  "positions_angstrom": [[1.047380, -1.817840, -0.204816], [0.353770, -0.772985, 0.007868], [0.757006, 0.670457, -0.224982], [-0.427647, 1.501443, -0.140971], [-1.325556, 0.755578, 0.339346], [-0.940942, -0.619964, 0.605759], [1.989080, -1.539063, -0.518949], [1.442572, 0.968784, 0.571365], [1.235071, 0.786559, -1.195787], [-2.359321, 1.133483, 0.460896], [-1.771413, -1.066452, 0.300271]],
  "forces_ev_per_a": [[-0.685, 0.517, 0.476], [0.084, 0.275, 0.075], [0.487, 0.215, -0.090], [-0.042, 0.097, 0.209], [0.501, -0.066, -0.135], [-0.537, 1.778, -0.585], [-0.623, -0.159, -0.065], [0.222, 0.071, -0.133], [0.186, 0.068, 0.050], [0.622, -0.699, 0.267], [-0.215, -2.098, -0.070]]
}

2.
{
  "formula": "C8H13N",
  "method": "wB97M-V/def2-TZVPD",
  "charge": 0,
  "e_tot_ev": -9991.7220,
  "smiles": "C=CN(C)C=C.C=C=C",
  "lumo_ha": [0.0158, 0.0158],
  "relative_energy_kcal_mol": 118.0,
  "orbital_gap_ev": [7.8, 7.8],
  "elements": ["C", "C", "C", "C", "C", "H", "H", "H", "H", "H", "H", "H", "H", "C", "C", "C", "N", "H", "H", "H", "H", "H"],
  "positions_angstrom": [[-0.201627, -2.141707, -0.199545], [0.150852, -1.174418, -1.074972], [0.994486, 0.476228, 0.110824], [0.084862, -0.727308, -2.307228], [2.133308, -0.098572, 0.628811], [1.158306, 1.230063, -0.646665], [-1.151236, -2.648886, -0.304581], [0.569566, -2.640815, 0.372970], [-0.525247, -1.225986, 1.366331], [0.021343, 0.327598, -2.529116], [0.173953, -1.391013, -3.153504], [2.111760, -0.839324, 1.409462], [3.048209, -0.031320, 0.066102], [-1.182360, 1.550047, 0.412708], [-0.434840, -0.175372, 1.922023], [-1.234987, 2.266966, -0.709744], [-0.151811, 0.757471, 0.892608], [-2.072213, 1.490924, 1.027418], [0.405419, -0.253623, 2.613799], [-1.354716, 0.064407, 2.447911], [-2.123649, 2.829449, -0.936690], [-0.419376, 2.355193, -1.408921]],
  "forces_ev_per_a": [[1.369, 0.418, -1.701], [-1.858, -2.658, -0.238], [1.714, 1.888, 2.579], [0.292, 0.780, 0.187], [-1.229, -0.116, -0.888], [-0.195, -0.307, -0.364], [-0.174, 0.307, 0.145], [-0.094, 0.119, 0.303], [-0.131, 1.724, 1.517], [-0.040, 0.109, -0.069], [0.068, -0.218, 0.026], [-0.006, 0.093, 0.313], [0.058, 0.004, -0.180], [-0.320, -0.288, -0.498], [0.088, -1.900, -0.549], [0.159, 0.113, 0.113], [0.298, -0.318, -0.928], [0.077, 0.140, 0.146], [-0.072, 0.081, 0.124], [0.028, 0.004, -0.036], [-0.126, 0.039, 0.041], [0.093, -0.013, -0.043]]
}

What is the formula in the second record?
C8H13N